Here is a molecular structure, C23H53InNO3P in a non-equilibrium geometry from OMol25. Energies are from ωB97M-V/def2-TZVPD.

Results
* maximum force: 0.0796 Eh/bohr
* M: 537.47 g mol⁻¹
* HOMO energy: -6.92 eV

Each line ends with the Mulliken charge.
Geometry (Å):
C  2.38485  -0.01924  -4.10567  -0.610
C  3.97202  -0.18415  -4.48494  -0.344
C  4.79187  -1.28242  -3.58526  -0.875
In  4.22239  -1.34774  -1.39171  0.893
C  3.60733  0.64898  -0.50724  -0.268
C  4.89875  1.63711  -0.12100  -0.559
C  5.97204  1.79996  -1.36813  -0.015
C  7.44924  1.21515  -0.92744  -0.244
O  8.11723  0.60345  -2.10942  -0.528
O  5.95117  -2.07989  -0.36811  -0.427
N  5.58652  -2.89903  0.63354  0.179
O  4.84776  -3.72242  0.11345  -0.382
H  2.11598  1.07923  -3.72344  0.106
H  1.75881  -0.15317  -5.11308  0.312
H  1.97364  -0.84212  -3.36737  0.111
H  4.00603  -0.58608  -5.60852  0.320
H  4.56948  0.84267  -4.51572  0.156
H  4.73757  -2.35870  -4.09710  0.295
H  5.94398  -0.97177  -3.62007  0.148
H  2.85581  -2.54195  -1.14943  -0.351
H  2.77523  1.21641  -1.12385  0.020
H  3.10168  0.40179  0.54540  -0.228
H  4.53313  2.68644  0.30957  0.274
H  5.44623  1.11084  0.80013  0.228
H  5.54393  1.32113  -2.36086  -0.338
H  6.10599  2.96767  -1.53787  0.335
H  7.36960  0.36719  -0.10700  0.191
H  8.14248  2.08833  -0.54334  0.251
H  7.68361  0.97213  -2.93497  0.311
C  -6.26949  0.85663  2.97662  -1.403
C  -5.34068  -0.33974  3.09487  0.228
C  -3.94467  0.03298  3.58639  -1.097
C  -3.03528  0.70439  2.55481  -1.169
P  -2.25723  -0.30753  1.31806  1.058
C  -1.49232  -1.69803  2.19376  -1.478
C  -0.56350  -1.46550  3.38620  -0.861
C  0.84258  -0.92306  3.11297  -0.473
C  1.61066  -1.65591  2.02078  -0.825
C  -0.90482  0.55789  0.56702  -0.384
C  -1.07257  1.82575  -0.25374  -1.196
C  -1.68823  1.68148  -1.63680  0.303
C  -1.13365  0.54621  -2.48233  -1.028
C  -3.33790  -1.15534  0.19364  -1.013
C  -4.22639  -0.54354  -0.88411  -1.116
C  -5.03448  0.70136  -0.52490  0.378
C  -6.52318  0.42740  -0.39209  -1.778
H  -5.86572  1.62500  2.31395  0.250
H  -7.23904  0.54049  2.57968  0.387
H  -6.44210  1.31243  3.95804  0.412
H  -5.29014  -0.86339  2.13951  -0.246
H  -5.78553  -1.04717  3.80471  0.449
H  -3.46136  -0.87318  3.96299  0.306
H  -4.04845  0.70191  4.44998  0.542
H  -2.20901  1.15286  3.12301  0.631
H  -3.54071  1.55749  2.09745  0.819
H  -0.99802  -2.33385  1.45282  0.791
H  -2.33071  -2.30176  2.56420  0.559
H  -0.44677  -2.43326  3.89642  0.485
H  -1.05000  -0.80308  4.10947  0.238
H  1.41815  -0.98953  4.03973  0.510
H  0.81059  0.14097  2.87815  0.206
H  1.84022  -2.68190  2.32921  0.407
H  2.55628  -1.13895  1.82385  0.171
H  1.06565  -1.69675  1.07632  0.069
H  -0.28235  -0.15585  0.01990  0.535
H  -0.29128  0.88821  1.40490  -0.048
H  -0.07269  2.26328  -0.38873  0.480
H  -1.65053  2.55859  0.31992  0.385
H  -1.55479  2.62200  -2.18354  0.514
H  -2.76202  1.57388  -1.52390  -0.459
H  -0.09738  0.74272  -2.76846  0.026
H  -1.72662  0.44109  -3.39685  0.465
H  -1.17195  -0.41759  -1.96557  0.273
H  -3.97468  -1.80771  0.79980  0.854
H  -2.68313  -1.85634  -0.34317  0.601
H  -4.90629  -1.32949  -1.24086  0.566
H  -3.61037  -0.32206  -1.75763  0.219
H  -4.92381  1.44358  -1.32413  0.452
H  -4.65271  1.17234  0.37790  -0.137
H  -6.95507  0.16452  -1.36226  0.463
H  -7.03743  1.32525  -0.03234  0.396
H  -6.72339  -0.38997  0.30379  0.323